Here is 3 unconnected molecules or ions with the total composition C5H8O2 from the OMol25 dataset. Energies are from the ωB97M-V functional and the def2-TZVPD basis.

```
15
Properties=species:S:1:pos:R:3:forces:R:3
C 0.717 1.240 1.305 -0.01 -0.44 0.53
C 0.279 -0.054 1.202 0.30 0.31 0.43
O -1.096 -0.284 1.221 0.01 0.04 0.13
C -1.290 -0.794 -0.069 -0.05 -0.20 -0.10
C -0.744 0.032 -1.247 -0.05 -0.46 -0.07
C -0.035 -1.008 -0.772 -0.33 0.24 -0.13
O 0.897 -1.939 -1.068 0.12 0.18 -0.04
H 0.520 1.644 -0.211 -0.42 -0.01 -0.66
H 0.011 1.992 1.663 0.06 -0.14 -0.45
H 1.752 1.427 1.582 -0.06 -0.07 -0.29
H 0.926 -0.916 1.342 -0.12 0.06 0.08
H -2.205 -1.395 -0.125 0.25 0.18 -0.18
H 0.076 1.329 -0.960 0.17 0.49 0.62
H -1.238 0.377 -2.147 0.25 0.03 0.16
H 1.517 -1.534 -1.692 -0.12 -0.20 -0.02
```
Forces are in eV/Å.

## Properties
Relative energy (zero: lowest compared OMol25 entry of this formula, charge and spin) in kcal/mol: 160.29
LUMO in eV: 0.68
Net charge: 0
Energy in Eh: -345.54952
HOMO-LUMO gap in eV: 8.852

Löwdin population analysis, charges in e, atoms 1 to 4: number 1, C, carries -0.049; number 2, C, carries -0.261; number 3, O, carries -0.057; number 4, C, carries -0.213